Entry 1:
DFT (the ωB97M-V functional and the def2-TZVPD basis) results for a structure of composition C13H23FIrNP at a distorted geometry.

Values from the calculation:
Multiplicity: 6
E_HOMO (spin up / spin down): -12.62 / -16.34 eV
Orbital gap (spin up / spin down): 5.73 / 5.19 eV
Expectation value of S²: 8.7774
E_tot: -1108.5644 Eh
Charge: +2

Last column: Mulliken charge in e.
CARTESIAN COORDINATES (ANGSTROEM)
C1 2.8721 -2.1846 -0.9455  -0.90
C2 3.0539 -0.9267 -0.3580  -0.36
C3 2.0239 -0.3077 0.3447  0.14
C4 0.8048 -0.9588 0.4785  0.28
C5 0.5808 -2.2019 -0.1441  0.52
C6 1.6353 -2.8239 -0.8193  -0.56
C7 2.2555 1.0540 0.9356  -1.19
C8 1.0285 1.9732 0.9978  -0.15
N1 0.5970 2.5942 -0.1711  0.25
Ir1 -0.7697 -0.1226 1.6287  0.58
C9 -0.7934 -2.7604 -0.0723  -1.20
P1 -1.9175 -1.3007 0.2463  0.70
H1 4.0018 -0.4070 -0.4705  0.48
H2 1.4713 -3.7989 -1.2740  0.54
H3 3.6624 -2.6323 -1.5089  0.46
H4 -0.9412 -3.4810 0.7433  0.41
H5 -1.0921 -3.2668 -1.0060  0.56
H6 2.6231 0.9440 1.9746  0.46
H7 3.0217 1.5805 0.3561  0.41
H8 0.1075 1.4608 1.4401  -0.25
C10 -3.5252 -1.9962 0.6532  -1.21
C11 -2.0864 -0.6371 -1.4331  -1.22
H9 1.2262 2.7654 1.7279  0.54
C12 0.5861 2.0066 -1.4707  -0.54
C13 0.0150 3.9073 -0.0868  -0.80
H10 -2.3473 -0.2603 2.0496  0.21
H11 0.7651 2.8016 -2.2080  0.44
H12 1.3761 1.2425 -1.5843  0.27
H13 -0.3964 1.5352 -1.6675  0.10
H14 0.1977 4.4479 -1.0186  0.31
H15 -1.0748 3.8524 0.0785  0.36
H16 0.4649 4.4759 0.7411  0.34
H17 -2.6018 -1.3616 -2.0800  0.46
H18 -2.6707 0.2991 -1.3734  0.39
H19 -1.1073 -0.3916 -1.8691  0.36
H20 -3.8104 -2.7688 -0.0634  0.44
H21 -3.4715 -2.4025 1.6688  0.45
H22 -4.2404 -1.1612 0.6576  0.43
H23 -1.6795 1.1801 1.5795  0.01
F1 0.1550 0.0318 3.3225  -0.54


Entry 2:
DFT (the ωB97M-V functional and the def2-TZVPD basis) results for a structure of composition C13H23INPV at a distorted geometry.

Values from the calculation:
Multiplicity: 4
E_HOMO (spin up / spin down): -7.17 / -7.81 eV
Orbital gap (spin up / spin down): 7.61 / 6.06 eV
Expectation value of S²: 3.7752
E_tot: -2146.6991 Eh
Charge: 0

Last column: Mulliken charge in e.
CARTESIAN COORDINATES (ANGSTROEM)
C1 -2.0623 -3.0088 1.1804  -0.55
C2 -0.6678 -3.0415 1.1892  -0.83
C3 0.0754 -1.8580 1.1241  1.03
C4 -0.5981 -0.6618 1.1644  0.56
C5 -1.9742 -0.6030 0.9732  0.09
C6 -2.7114 -1.7930 1.0777  -0.80
C7 1.5613 -1.7646 1.0019  -1.39
C8 1.9408 -0.4811 0.3184  -0.48
N1 2.3396 -0.4649 -1.0328  0.45
V1 0.9184 1.1124 1.0155  -1.50
C9 -2.5199 0.7856 0.7718  -1.33
P1 -1.1363 1.9026 0.1504  1.24
H1 -0.1728 -3.9897 1.2612  0.46
H2 -3.7987 -1.7379 1.0372  0.44
H3 -2.6427 -3.9246 1.2412  0.37
H4 -2.8768 1.2480 1.6997  0.49
H5 -3.3861 0.8446 0.0953  0.55
H6 2.0741 -1.7209 1.9570  0.44
H7 2.0243 -2.5752 0.4718  0.43
H8 0.8552 0.0771 -0.0730  0.05
C10 -1.9607 3.4877 0.2483  -1.32
C11 -1.2841 1.5006 -1.6343  -1.46
H9 2.5313 0.1988 0.8731  0.95
C12 1.5361 -1.1982 -1.9297  -0.90
C13 3.5770 0.0209 -1.5008  -1.00
H10 0.3520 2.7903 0.7190  0.04
H11 2.0997 -1.6669 -2.7630  0.35
H12 0.9326 -2.0006 -1.4944  0.27
H13 0.8371 -0.5000 -2.4234  0.22
H14 3.9893 -0.5296 -2.3648  0.30
H15 3.4059 1.0589 -1.8652  0.33
H16 4.4079 0.0690 -0.7631  0.29
H17 -2.2647 1.8118 -2.0299  0.45
H18 -0.5000 2.0263 -2.1835  0.36
H19 -1.1705 0.4366 -1.8311  0.36
H20 -2.9371 3.4706 -0.2299  0.40
H21 -2.0507 3.7543 1.2977  0.41
H22 -1.3205 4.2293 -0.2176  0.46
H23 1.6437 1.5242 -0.2511  0.18
I1 0.9337 1.1707 3.7194  -0.42